1 | Computed, not measured: 2 unconnected molecules or ions with the total composition C5H14O, with wB97M-V/def2-TZVPD.

Each line ends with the Löwdin charge.
CARTESIAN COORDINATES (ANGSTROEM)
C -2.613 0.382 2.011  -0.121
C -2.180 -0.672 0.960  -0.298
C -1.599 0.081 -0.269  -0.126
H -3.702 0.315 2.110  0.064
H -2.129 0.171 2.959  0.062
H -2.476 1.421 1.714  0.064
H -3.042 -1.291 0.692  0.088
H -1.463 -1.373 1.376  0.088
H -0.722 0.478 0.216  0.057
H -2.339 0.751 -0.696  0.069
H -1.350 -0.504 -1.154  0.062
C 3.257 0.627 -1.538  -0.083
C 2.058 -0.258 -1.182  -0.299
O 2.052 -0.538 0.228  -0.100
H 3.034 1.640 -1.225  0.066
H 3.279 0.739 -2.627  0.073
H 4.146 0.269 -1.031  0.073
H 1.173 0.289 -1.253  0.068
H 2.102 -1.178 -1.760  0.112
H 2.514 -1.351 0.469  0.081

The LUMO energy is 0.96 eV. Its HOMO energy is -10.236 eV. Its structure (SMILES) is CCC.CCO. As for the frontier orbital gap: 11.2 eV. The molecular weight is 90.2 g/mol.

=====

2 | Computed, not measured: a molecular structure, C5H14O, with wB97M-V/def2-TZVPD.

Each line ends with the Löwdin charge.
CARTESIAN COORDINATES (ANGSTROEM)
C 0.787 0.039 -0.358  -0.685
C 1.851 -0.905 0.406  -0.052
C 1.390 0.651 -1.767  -0.109
C 0.374 1.438 0.331  -0.086
C -0.461 -0.622 -0.680  -0.140
H 2.167 -1.753 -0.010  0.005
H 2.847 -0.424 0.499  0.081
H 1.379 -1.126 1.398  0.088
H 0.644 0.901 -2.497  0.025
H 2.074 1.577 -1.601  0.082
H 2.238 -0.084 -2.240  0.115
H -0.410 1.807 -0.306  0.055
H 1.244 2.074 0.115  0.050
H 0.239 1.143 1.485  0.126
H -1.391 -0.212 0.224  0.145
H -0.632 0.182 -1.789  0.150
H -0.378 -1.958 -0.646  0.153
H -4.593 -0.570 3.194  -0.005
H -4.676 -1.542 1.967  0.050
O -4.693 -0.617 2.274  -0.048

The LUMO energy is 0.76 eV. Its HOMO energy is -9.769 eV. As for the frontier orbital gap: 10.5 eV. The molecular weight is 90.2 g/mol.

=====

3 | Computed, not measured: 2 unconnected molecules or ions with the total composition C5H14O, with wB97M-V/def2-TZVPD.

Each line ends with the Löwdin charge.
CARTESIAN COORDINATES (ANGSTROEM)
C -1.626 1.664 -0.202  -0.071
C -1.082 0.471 0.671  -0.450
C -0.822 1.124 2.058  -0.056
O -1.989 -0.657 0.834  -0.052
H -2.412 2.290 0.341  0.096
H -2.328 1.338 -1.009  0.065
H -0.720 2.137 -0.759  0.112
H -0.317 -0.089 0.358  0.037
H -1.839 1.437 2.403  0.099
H 0.021 0.640 2.520  0.065
H -0.307 2.091 1.739  0.083
H -2.730 -0.394 0.327  0.042
C 1.607 -1.610 -0.409  -0.140
C 2.410 -1.422 -1.774  -0.166
H 0.611 -1.880 -0.761  0.065
H 2.030 -2.385 0.174  0.045
H 1.698 -0.690 0.139  0.044
H 2.361 -2.295 -2.410  0.031
H 3.459 -1.239 -1.681  0.024
H 1.976 -0.528 -2.559  0.126

The LUMO energy is 0.87 eV. Its HOMO energy is -10.031 eV. Its structure (SMILES) is CC(C)O.CC. As for the frontier orbital gap: 10.9 eV. The molecular weight is 90.2 g/mol.

=====

Energetically preferred structure: 1 | next structure: +0.0481 hartree

=====

1 | Computed, not measured: 2 unconnected molecules or ions with the total composition C6H6, with wB97M-V/def2-TZVPD.

Each line ends with the Löwdin charge.
CARTESIAN COORDINATES (ANGSTROEM)
C 0.399 0.091 1.938  -0.014
C -0.214 -0.041 0.837  0.024
C 0.642 1.140 0.914  -0.296
C 1.015 2.284 0.349  -0.028
C -0.714 -1.686 -1.758  -0.086
C -1.415 -1.650 -0.698  0.063
H 0.765 -0.280 2.887  0.093
H 0.807 2.284 -0.726  0.042
H 1.410 3.209 0.785  0.043
H -0.731 -2.235 -2.648  0.045
H -0.099 -0.824 -1.963  0.058
H -1.866 -2.293 0.083  0.057

The LUMO energy (alpha / beta) is -0.19 / -0.76 eV. Its HOMO energy (alpha / beta) is -7.903 / -7.811 eV. As for the frontier orbital gap (alpha / beta): 7.7 / 7.1 eV. The molecular weight is 78.1 g/mol.

=====

2 | Computed, not measured: a single C6H6 molecule, with wB97M-V/def2-TZVPD.

Each line ends with the Löwdin charge.
CARTESIAN COORDINATES (ANGSTROEM)
C -2.393 0.175 1.082  0.117
C -1.305 0.166 0.570  -0.108
C 0.044 -0.195 0.112  -0.414
C 1.206 0.566 0.759  -0.061
C 0.196 -0.341 -1.340  -0.110
C 0.401 -0.590 -2.499  0.124
H -3.326 0.042 1.578  0.026
H 0.105 -1.216 0.514  0.150
H 1.275 1.595 0.405  0.084
H 1.093 0.560 1.846  0.083
H 2.129 0.037 0.505  0.083
H 0.574 -0.798 -3.531  0.026

The LUMO energy is 0.97 eV. Its HOMO energy is -9.866 eV. Its structure (SMILES) is C#CC(C)C#C. As for the frontier orbital gap: 10.8 eV. The molecular weight is 78.1 g/mol.

=====

Energetically preferred structure: 2 | next structure: +0.1780 hartree

=====

1 | Computed, not measured: 2 unconnected molecules or ions with the total composition C3H6N2O2S, with wB97M-V/def2-TZVPD.

Each line ends with the Löwdin charge.
CARTESIAN COORDINATES (ANGSTROEM)
C -1.488 0.378 0.483  -0.436
C -1.545 -0.920 -0.033  -0.718
C 1.882 -0.320 0.291  -0.061
N 1.021 1.502 -1.039  0.069
N 0.848 0.673 -0.176  -0.179
O -0.735 -1.237 -0.874  0.042
O -2.428 -1.754 0.573  0.095
S -2.157 1.766 -0.070  0.814
H 1.902 -1.236 -0.234  0.051
H 2.874 0.116 -0.027  0.081
H 1.679 -0.402 1.389  0.095
H 1.928 1.485 -1.590  0.077
H -2.147 -2.604 0.238  0.109
H -1.634 2.553 1.069  -0.039

The LUMO energy is 0.23 eV. Its HOMO energy is -8.053 eV. As for the frontier orbital gap: 8.3 eV. The molecular weight is 134.2 g/mol.

=====

2 | Computed, not measured: 3 unconnected molecules or ions with the total composition C3H6N2O2S, with wB97M-V/def2-TZVPD.

Each line ends with the Löwdin charge.
CARTESIAN COORDINATES (ANGSTROEM)
C -2.134 1.578 0.143  -0.069
C -1.192 0.492 0.098  -0.377
C 1.419 -0.198 0.008  -0.966
H -1.689 2.596 1.156  0.216
H -2.381 1.889 -1.077  0.172
H -3.116 1.236 0.807  0.116
H -0.139 -1.636 0.008  0.167
H 1.765 -2.030 0.557  0.065
H -2.986 -1.817 -0.966  0.298
N 0.965 -1.424 0.479  0.038
N -1.606 -0.743 -0.239  -0.075
O 0.256 0.660 -0.075  -0.109
O -3.030 -0.854 -0.076  -0.183
S 2.917 0.328 -0.153  0.708

The LUMO energy is -0.25 eV. Its HOMO energy is -8.849 eV. As for the frontier orbital gap: 8.6 eV. The molecular weight is 134.2 g/mol.

=====

3 | Computed, not measured: a single C3H6N2O2S molecule, with wB97M-V/def2-TZVPD.

Each line ends with the Löwdin charge.
CARTESIAN COORDINATES (ANGSTROEM)
C -0.111 0.704 -0.144  -0.565
C 1.289 1.272 0.048  -0.034
C 0.731 -1.545 -0.096  -0.139
N -1.091 1.527 -0.031  0.031
N -0.193 -0.536 -0.522  -0.079
O -3.453 -0.936 0.744  -0.415
O -2.363 0.985 -0.063  -0.392
S -2.697 -0.532 -0.376  1.034
H 1.339 2.236 -0.552  0.092
H 2.152 0.564 -0.231  0.082
H 1.475 1.584 1.211  0.131
H 1.694 -1.445 -0.612  0.072
H 1.079 -1.294 0.856  0.048
H 0.148 -2.584 -0.230  0.135

The LUMO energy (alpha / beta) is -1.32 / -1.32 eV. Its HOMO energy (alpha / beta) is -8.644 / -8.637 eV. As for the frontier orbital gap (alpha / beta): 7.3 / 7.3 eV. The molecular weight is 134.2 g/mol.

=====

Energetically preferred structure: 1 | next structure: +0.0048 hartree

=====

1 | Computed, not measured: a single C3H6N2O2S molecule, with wB97M-V/def2-TZVPD.

Each line ends with the Löwdin charge.
CARTESIAN COORDINATES (ANGSTROEM)
O -3.179 -0.912 -1.102  -0.505
S -3.627 -0.315 0.156  0.759
O -3.770 1.145 0.027  -0.520
C -1.613 -0.198 0.706  -0.242
N -1.085 0.975 0.346  0.019
C 0.287 0.857 -0.044  -0.114
C 0.553 -0.708 0.161  -0.175
N -0.646 -1.214 0.695  0.001
H -1.803 1.557 -0.106  0.125
H 0.812 1.637 0.425  0.105
H 0.404 0.812 -1.084  0.097
H 0.889 -1.234 -0.782  0.131
H 1.392 -0.683 0.931  0.126
H -0.853 -2.138 1.219  0.194

The LUMO energy is 0.53 eV. Its HOMO energy is -8.911 eV. Its structure (SMILES) is O=S(=O)=C1NCCN1. As for the frontier orbital gap: 9.4 eV. The molecular weight is 134.2 g/mol.

=====

2 | Computed, not measured: a single C3H6N2O2S molecule, with wB97M-V/def2-TZVPD.

Each line ends with the Löwdin charge.
CARTESIAN COORDINATES (ANGSTROEM)
C 1.473 1.806 -0.065  -0.046
C 0.634 0.592 0.039  -0.535
N 1.024 -0.622 0.166  -0.284
S 2.743 -0.849 -0.026  0.722
O -0.708 0.840 0.059  0.013
C -1.635 -0.149 -0.001  -0.184
N -2.847 0.241 0.048  0.013
O -3.762 -0.820 -0.060  -0.072
H 0.835 2.677 -0.420  0.114
H 1.970 2.042 0.867  0.087
H 2.252 1.592 -0.824  0.063
H 2.690 -2.204 -0.193  -0.137
H -1.351 -1.201 -0.213  0.149
H -4.588 -0.310 -0.131  0.096

The LUMO energy is 0.78 eV. Its HOMO energy is -8.771 eV. Its structure (SMILES) is C/C(=N\S)O/C=N/O. As for the frontier orbital gap: 9.5 eV. The molecular weight is 134.2 g/mol.

=====

Energetically preferred structure: 1 | next structure: +0.0171 hartree

=====

1 | Computed, not measured: a single C3H6N2O2S molecule, with wB97M-V/def2-TZVPD.

Each line ends with the Löwdin charge.
CARTESIAN COORDINATES (ANGSTROEM)
C -1.589 0.663 -0.712  -0.031
C -0.741 -0.492 -0.098  -0.439
C 0.718 -0.584 -0.577  -0.155
S 1.664 0.234 0.853  0.646
O 2.404 -0.805 1.508  -0.308
O 2.335 1.448 0.465  -0.306
N 0.263 0.430 1.826  -0.025
N -0.736 -0.102 1.261  -0.044
H -2.255 0.193 -1.478  0.086
H -0.961 1.438 -1.219  0.096
H -2.122 1.021 0.240  0.103
H -1.183 -1.490 0.096  0.159
H 1.056 -1.621 -0.539  0.080
H 1.148 -0.335 -1.626  0.138

The LUMO energy is -0.37 eV. Its HOMO energy is -10.223 eV. Its structure (SMILES) is C[C@H]1CS(=O)(=O)N=N1. As for the frontier orbital gap: 9.9 eV. The molecular weight is 134.2 g/mol.

=====

2 | Computed, not measured: a single C3H6N2O2S molecule, with wB97M-V/def2-TZVPD.

Each line ends with the Löwdin charge.
CARTESIAN COORDINATES (ANGSTROEM)
C -2.452 -1.182 0.049  -0.074
O -1.437 -0.118 0.147  -0.236
N -0.060 -0.786 -0.113  0.161
C 0.658 0.206 -0.169  -0.420
N 0.121 1.533 -0.390  0.127
C 2.175 -0.024 -0.079  -0.739
O 2.736 1.100 0.280  0.010
S 2.907 -1.589 -0.080  0.627
H -2.359 -1.737 0.879  0.022
H -2.540 -1.783 -0.903  0.099
H -3.452 -0.626 0.102  0.105
H -0.763 1.697 0.254  0.153
H 0.734 2.199 -0.151  0.007
H 3.733 1.111 0.174  0.157

The LUMO energy is -0.49 eV. Its HOMO energy is -9.037 eV. Its structure (SMILES) is CO/N=C(\N)C(O)=S. As for the frontier orbital gap: 8.5 eV. The molecular weight is 134.2 g/mol.

=====

Energetically preferred structure: 1 | next structure: +0.0213 hartree

=====

1 | Computed, not measured: a single C5H11N molecule, with wB97M-V/def2-TZVPD.

Each line ends with the Löwdin charge.
CARTESIAN COORDINATES (ANGSTROEM)
C 2.587 0.396 0.069  -0.123
C 1.316 -0.444 -0.016  -0.260
C 0.039 0.345 0.258  -0.243
N -1.100 -0.563 0.304  -0.133
C -2.417 0.003 0.499  -0.155
C -2.015 -0.550 -0.818  -0.153
H 2.612 1.182 -0.695  0.070
H 3.474 -0.232 -0.070  0.068
H 2.675 0.878 1.051  0.070
H 1.244 -0.921 -1.002  0.109
H 1.359 -1.258 0.716  0.108
H -0.094 1.143 -0.498  0.120
H 0.118 0.840 1.235  0.121
H -3.069 -0.567 1.157  0.098
H -2.514 1.087 0.580  0.104
H -2.375 -1.518 -1.160  0.098
H -1.839 0.179 -1.610  0.101

The LUMO energy is 1.27 eV. Its HOMO energy is -9.097 eV. Its structure (SMILES) is CCCN1CC1. As for the frontier orbital gap: 10.4 eV. The molecular weight is 85.1 g/mol.

=====

2 | Computed, not measured: 2 unconnected molecules or ions with the total composition C5H11N, with wB97M-V/def2-TZVPD.

Each line ends with the Löwdin charge.
CARTESIAN COORDINATES (ANGSTROEM)
C -1.411 -0.257 -0.602  -0.299
C -0.453 -0.967 0.440  -0.186
C 0.589 -0.041 0.938  -0.057
C 2.268 -0.593 -0.698  0.064
C 1.744 0.297 0.206  -0.202
N -2.185 0.672 0.212  -0.086
H -2.094 -1.038 -0.935  0.103
H -0.887 0.185 -1.452  0.103
H -1.140 -1.252 1.232  0.112
H -0.031 -1.776 -0.134  0.094
H 0.311 0.622 1.759  0.074
H -1.320 1.270 0.498  -0.090
H 3.265 -0.399 -1.042  0.052
H 1.965 -1.619 -0.813  0.059
H 2.324 1.153 0.514  0.101
H -0.431 2.365 0.326  0.107
H -2.514 1.379 -0.448  0.051

The LUMO energy is -1.90 eV. Its HOMO energy is -7.294 eV. As for the frontier orbital gap: 5.4 eV. The molecular weight is 85.1 g/mol.

=====

3 | Computed, not measured: a single C5H11N molecule, with wB97M-V/def2-TZVPD.

Each line ends with the Löwdin charge.
CARTESIAN COORDINATES (ANGSTROEM)
C 2.303 0.901 -0.014  0.047
C 1.280 0.098 0.252  -0.424
N 1.357 -1.301 -0.103  0.058
C -0.036 0.580 0.844  -0.180
C -1.159 0.612 -0.188  -0.248
C -1.896 -0.682 -0.566  -0.108
H 2.359 1.850 0.501  0.057
H 3.083 0.506 -0.649  0.058
H 0.758 -1.452 -0.909  0.060
H 0.978 -1.865 0.651  0.076
H 0.034 1.584 1.252  0.104
H -0.117 -0.089 1.709  0.112
H -0.769 0.992 -1.120  0.106
H -1.882 1.317 0.162  0.092
H -2.862 -0.492 -1.022  0.066
H -2.128 -1.197 0.373  0.073
H -1.302 -1.360 -1.172  0.051

The LUMO energy is 1.04 eV. Its HOMO energy is -9.054 eV. Its structure (SMILES) is C=C(N)CCC. As for the frontier orbital gap: 10.1 eV. The molecular weight is 85.1 g/mol.

=====

4 | Computed, not measured: 2 unconnected molecules or ions with the total composition C5H11N, with wB97M-V/def2-TZVPD.

Each line ends with the Löwdin charge.
CARTESIAN COORDINATES (ANGSTROEM)
C 0.448 -1.613 -0.090  -0.393
C 1.166 -2.938 -0.157  -0.097
C 0.439 2.439 0.167  -0.132
C -1.646 0.990 -0.259  -0.120
C -0.445 1.317 0.539  -0.208
N 1.044 -0.545 0.014  0.135
H -0.656 -1.716 -0.127  0.090
H 0.892 -3.476 -1.060  0.066
H 2.240 -2.771 -0.136  0.066
H 0.880 -3.535 0.709  0.069
H 0.598 2.475 -0.909  0.077
H -0.024 3.386 0.470  0.082
H 1.397 2.354 0.673  0.071
H -1.654 -0.072 -0.544  0.045
H -1.693 1.579 -1.175  0.078
H -2.559 1.149 0.324  0.079
H -0.427 0.978 1.562  0.092

The LUMO energy (alpha / beta) is 1.09 / 0.35 eV. Its HOMO energy (alpha / beta) is -8.428 / -7.301 eV. As for the frontier orbital gap (alpha / beta): 9.5 / 7.6 eV. The molecular weight is 85.1 g/mol.

=====

Energetically preferred structure: 3 | next structure: +0.0081 hartree